Entry 1:
Entry from the OMol25 dataset: an isolated molecule of C12H14FN3O (wB97M-V/def2-TZVPD).

```
31
Properties=species:S:1:pos:R:3:forces:R:3
F 0.204 1.326 2.399 0.0457 0.0320 -0.1892
C 0.912 1.843 1.376 -0.0173 -0.0336 0.0169
C 1.958 2.695 1.653 -0.1824 -0.1515 -0.0407
C 2.688 3.241 0.609 0.0321 0.0290 -0.0790
C 2.351 2.925 -0.693 0.1130 0.0872 0.0214
C 1.299 2.065 -0.967 -0.2068 -0.1438 -0.0251
C 0.556 1.501 0.064 0.0572 0.0304 0.1856
O -0.501 0.661 -0.069 0.1116 0.1451 0.3869
C -0.889 0.205 -1.344 -0.0122 -0.1668 -0.5536
C 0.028 -0.885 -1.913 0.0009 0.1894 0.4111
C 0.336 -2.009 -0.922 -0.1933 0.0515 -0.1495
H 0.823 -1.597 -0.036 0.0722 -0.0960 -0.0477
H 1.030 -2.702 -1.399 0.0134 -0.0271 0.0586
C -0.893 -2.792 -0.449 0.6515 -0.2323 -0.2197
N -1.538 -2.140 0.658 -0.7445 0.2518 0.3125
C -2.806 -1.713 0.797 0.1964 -0.0697 0.1089
N -2.975 -1.170 1.978 -0.5952 0.2548 0.0601
C -1.758 -1.283 2.546 -0.0767 -0.1501 -0.2959
N -0.869 -1.870 1.783 0.7976 -0.1864 0.1933
H -1.533 -0.925 3.529 0.1327 0.0662 0.2413
H -3.560 -1.820 0.044 -0.1155 -0.0606 -0.2428
H -0.573 -3.785 -0.115 -0.1499 0.0938 -0.0827
H -1.624 -2.909 -1.253 -0.0137 -0.0201 0.1010
H 0.978 -0.441 -2.217 -0.0341 -0.0023 -0.1061
H -0.452 -1.293 -2.805 0.0050 0.0349 -0.0814
H -1.896 -0.192 -1.189 0.1100 0.1132 -0.0824
H -0.963 1.040 -2.053 -0.0468 -0.0588 0.0922
H 1.060 1.846 -1.996 -0.0603 -0.0708 -0.0720
H 2.909 3.347 -1.514 0.0453 0.0329 -0.0676
H 3.510 3.907 0.815 0.0767 0.0626 0.0221
H 2.189 2.922 2.682 -0.0126 -0.0049 0.1236
```
Forces are in eV/Å.

## Properties
- E_HOMO (Eh) = -0.3167
- gap between HOMO and LUMO (eV) = 9.37
- largest force on an atom (eV/Å) = 0.85

natural (NBO) population analysis, charges in e, atoms 1 to 5: number 1, F, carries -0.315; number 2, C, carries 0.342; number 3, C, carries -0.265; number 4, C, carries -0.226; number 5, C, carries -0.210

Entry 2:
Entry from the OMol25 dataset: a cluster of 8 separate species, C29H43N3O9 in total at a distorted geometry (wB97M-V/def2-TZVPD).

```
84
Properties=species:S:1:pos:R:3:forces:R:3
O 3.356 -1.495 1.822 0.1355 0.0770 0.7330
C 3.406 -0.301 2.002 -0.4935 -1.4321 -0.6969
O 3.620 0.473 0.927 0.4721 0.3346 0.2186
C 3.450 1.845 1.269 -0.7536 0.8359 -1.4911
C 3.513 1.935 2.760 -0.5621 0.8361 0.4517
C 3.082 0.509 3.231 1.1110 1.6362 -0.0840
H 2.494 2.147 0.828 -0.2394 -0.0922 0.5100
H 4.144 2.477 0.711 0.5554 -0.3843 0.2983
H 2.892 2.760 3.118 -0.4640 -0.3516 -0.0139
H 4.500 2.311 3.038 0.2655 -0.9434 0.3224
H 2.014 0.416 3.414 -0.0257 0.1752 -0.0670
H 3.633 0.299 4.144 0.0074 -0.7634 -0.1823
O -2.940 4.535 -2.276 -0.0435 0.5151 -0.5707
C -2.623 4.567 -1.133 -0.1693 -0.7743 0.7816
O -3.124 5.467 -0.233 0.1692 0.1247 -0.7027
C -2.619 5.232 1.066 0.8624 -0.0720 1.1453
C -2.036 3.805 1.073 0.2534 -0.0080 0.7353
C -1.793 3.538 -0.395 -0.0436 -1.0010 0.0875
H -3.399 5.453 1.794 -0.2335 -0.4282 -0.1694
H -1.814 5.922 1.345 -0.0306 0.2606 -0.5764
H -2.684 3.082 1.569 -0.3573 0.0025 -0.4750
H -1.098 3.676 1.614 -0.0376 0.5198 0.1559
H -2.122 2.528 -0.642 -0.3152 0.1936 -0.3045
H -0.736 3.507 -0.663 0.0022 0.5925 -0.1026
O -0.302 -3.710 -2.340 -0.3089 -0.0496 0.0277
C 0.864 -3.464 -2.311 0.2904 0.6676 -0.1986
O 1.805 -4.431 -2.410 0.2174 -0.2753 -0.3836
C 3.150 -3.933 -2.297 -1.1166 1.2417 1.1012
C 2.966 -2.416 -2.078 2.4178 0.3847 0.0830
C 1.512 -2.054 -2.219 0.4257 -1.6330 0.2328
H 3.791 -4.110 -3.154 -0.3609 -0.6379 -0.1450
H 3.548 -4.305 -1.357 0.2854 -0.6530 -0.3509
H 3.690 -1.920 -2.731 -0.5853 0.3286 -0.3617
H 3.414 -2.191 -1.107 -0.6327 0.1716 0.2417
H 1.305 -1.520 -3.143 -0.2916 0.2298 0.1970
H 1.182 -1.581 -1.297 -0.4605 0.2894 -0.3193
O -4.043 -0.840 0.727 -0.4151 0.0035 0.0654
C -3.629 -0.792 -0.394 -0.1025 -0.5888 0.2665
O -3.169 0.360 -0.911 -0.7994 0.9167 0.2836
C -2.676 0.231 -2.230 1.1410 -1.0838 -0.1928
C -3.026 -1.206 -2.658 -1.1828 0.6965 -0.2430
C -3.292 -1.947 -1.316 1.8802 1.4254 -1.0229
H -1.590 0.348 -2.139 -0.0064 0.0351 -0.2123
H -3.029 0.988 -2.929 -0.3214 0.1478 0.3890
H -2.296 -1.515 -3.403 0.1453 -0.7497 0.4850
H -3.979 -1.140 -3.192 -0.0270 -0.1474 -0.0618
H -2.298 -2.152 -0.893 -0.0449 -0.8035 -0.1060
H -3.903 -2.836 -1.364 -0.2225 0.1481 0.2880
C 0.379 0.472 0.674 -2.5290 0.4455 1.4390
O 0.305 1.250 1.893 0.8498 0.4447 -0.3106
H 0.937 0.915 -0.145 0.7222 -0.0260 0.5156
H 0.604 -0.534 1.021 0.5076 -0.2214 -0.9778
H -0.671 0.523 0.352 0.1086 -0.7142 -0.6123
H -0.294 0.741 2.484 0.4819 0.3985 -0.5196
N 1.072 2.817 -3.528 0.8985 1.3205 -0.0417
C 0.868 1.463 -3.421 -2.1381 1.0417 -1.0542
C 0.144 1.199 -4.571 0.3735 -3.0018 -0.2211
C 0.216 2.227 -5.490 0.3921 2.5405 0.2528
C 0.728 3.308 -4.775 -0.1050 -1.4120 0.6012
H 1.466 3.459 -2.862 0.1579 -0.4152 0.2728
H 0.953 0.824 -2.560 0.2664 0.4284 0.2826
H -0.400 0.285 -4.777 0.4985 -0.2613 0.0291
H 0.047 2.267 -6.553 -0.6671 -0.2264 0.1222
H 0.765 4.367 -4.963 0.3211 -0.0408 -0.1945
N -2.018 1.242 4.227 -0.0604 0.4682 -0.2352
C -2.648 0.645 3.163 0.6917 -0.5232 0.8576
C -1.979 -0.571 2.944 -1.3016 0.5864 0.0534
C -0.949 -0.638 3.887 1.4903 0.4582 1.3562
C -0.955 0.515 4.657 -0.7196 -0.4916 -0.2080
H -2.298 2.115 4.638 -0.0238 0.0522 -0.1325
H -3.500 1.180 2.782 -0.1290 -0.5665 -0.4763
H -2.309 -1.393 2.333 0.0596 0.2528 -0.3623
H -0.157 -1.353 4.063 -0.3552 -0.4726 -0.3922
H -0.388 0.829 5.517 0.1677 -0.0863 -0.1049
N 1.708 -4.162 1.673 0.2170 -1.3551 1.3611
C 1.473 -5.511 1.845 -0.1945 -0.0142 -1.3150
C 0.148 -5.738 1.527 -0.1186 0.2078 0.3362
C -0.481 -4.470 1.389 0.8060 0.5219 -0.2081
C 0.520 -3.533 1.538 -0.1356 0.7677 -0.6830
H 2.626 -3.755 1.729 -0.2159 0.4563 0.3299
H 2.279 -6.183 2.089 -0.0064 -0.0728 -0.2285
H -0.358 -6.670 1.337 0.1910 -0.1824 0.4100
H -1.485 -4.227 1.083 -0.1201 -0.2025 0.2367
H 0.544 -2.456 1.565 -0.3718 -0.0225 -0.2449
```
Forces are in eV/Å.

## Properties
- E_HOMO (Eh) = -0.2908
- ΔE to the lowest compared entry with this formula, charge and spin (kcal per mole) = 0.0
- gap between HOMO and LUMO (eV) = 8.16
- largest force on an atom (eV/Å) = 3.03

Löwdin population analysis, charges in e, atoms 1 to 5: number 1, O, carries 0.089; number 2, C, carries -0.477; number 3, O, carries 0.029; number 4, C, carries -0.186; number 5, C, carries -0.137

Entry 3:
Entry from the OMol25 dataset: a cluster of 2 separate species, C3H7NO in total (wB97M-V/def2-TZVPD).

```
12
Properties=species:S:1:pos:R:3:forces:R:3
C 0.826 -1.176 -1.344 0.0532 0.1198 0.0286
C 1.248 0.082 -1.234 -0.0443 -0.1614 0.0474
N -0.842 1.466 0.802 -0.2403 -0.2860 0.2810
C -1.242 0.478 1.489 -0.0714 0.2983 -0.0605
O -0.646 -0.718 1.458 0.1519 0.0687 -0.1549
H 1.475 -2.022 -1.130 -0.0499 0.1386 -0.0768
H -0.197 -1.409 -1.633 0.1614 0.0567 -0.0031
H 0.059 -0.672 0.782 -0.0518 -0.0198 0.0710
H 0.586 0.926 -1.403 0.1116 -0.1816 -0.0076
H 2.262 0.318 -0.919 -0.1235 -0.0778 -0.0877
H -1.436 2.275 0.960 0.0215 -0.0657 0.0366
H -2.094 0.453 2.174 0.0816 0.1100 -0.0741
```
Forces are in eV/Å.

## Properties
- E_HOMO (Eh) = -0.3708
- ΔE to the lowest compared entry with this formula, charge and spin (kcal per mole) = 41.1
- gap between HOMO and LUMO (eV) = 11.18
- largest force on an atom (eV/Å) = 0.47

natural (NBO) population analysis, charges in e, atoms 1 to 5: number 1, C, carries -0.435; number 2, C, carries -0.369; number 3, N, carries -0.740; number 4, C, carries 0.417; number 5, O, carries -0.685